Molecular formula: F2H4NPSi
Method: DFT, ωB97M-V with the def2-TZVPD basis set

Atoms and positions in Å:
N1 0.056 -0.363 -0.861
F1 2.048 1.385 -0.271
F2 1.736 -0.625 1.159
Si1 -1.071 0.085 0.344
P1 1.947 -0.280 -0.417
H1 -0.176 -0.813 -1.668
H2 -2.168 0.401 -0.511
H3 -0.674 1.277 0.970
H4 -1.699 -1.066 1.256

Summary:
Gap between HOMO and LUMO   10.76 eV
LUMO energy   0.7 eV
Charge   0
Energy relative to the best compared isomer or geometry (same formula, charge and spin)   0.0 kcal per mole
Calculated total energy   -887.780199 a.u.
E_HOMO   -10.0 eV
Max |F|   6.8 eV Å⁻¹

=====

Molecular formula: F2H8K2NO8S2
Method: DFT, ωB97M-V with the def2-TZVPD basis set

Atoms and positions in Å:
K1 -0.314 3.285 0.663
K2 0.181 0.375 -3.988
N1 -0.862 0.538 0.513
S1 0.300 -0.581 -0.058
O1 0.908 -0.281 -1.351
O2 0.233 -2.010 0.355
F1 1.419 -0.057 0.978
S2 -1.980 -0.048 -0.188
O3 -2.596 -1.208 0.482
O4 -1.957 0.043 -1.663
F2 -2.973 1.164 0.190
O5 -0.773 1.052 3.229
H1 -0.437 0.851 2.355
H2 -1.605 1.498 3.070
O6 2.214 -1.726 2.967
H3 3.049 -1.926 2.544
H4 1.573 -2.258 2.496
O7 2.807 2.342 -0.648
H5 2.020 2.374 -1.191
H6 3.281 3.145 -0.865
O8 -1.384 -1.930 -3.566
H7 -1.315 -2.884 -3.610
H8 -1.789 -1.758 -2.716

Summary:
Gap between HOMO and LUMO   8.66 eV
LUMO energy   -4.3 eV
Charge   +1
Calculated total energy   -2857.239914 a.u.
E_HOMO   -13.0 eV
Max |F|   12.4 eV Å⁻¹

=====

Molecular formula: F2HNS
Method: DFT, ωB97M-V with the def2-TZVPD basis set

Atoms and positions in Å:
N1 0.565 -0.012 -0.362
F1 0.265 -1.329 -0.751
F2 -1.757 0.577 0.405
S1 -0.487 1.068 -0.635
H1 1.413 -0.303 1.342

Summary:
Gap between HOMO and LUMO (alpha / beta)   7.79 / 9.18 eV
LUMO energy (alpha / beta)   -2.5 / -1.2 eV
Charge   0
Energy relative to the best compared isomer or geometry (same formula, charge and spin)   120.5 kcal per mole
Calculated total energy   -653.034291 a.u.
E_HOMO (alpha / beta)   -10.3 / -10.3 eV
Max |F|   2.4 eV Å⁻¹

=====

Molecular formula: F2O3S3
Method: DFT, ωB97M-V with the def2-TZVPD basis set

Atoms and positions in Å:
O1 -1.370 1.793 -0.201
O2 0.096 0.436 2.109
O3 0.370 -1.771 -1.161
F1 -0.696 1.282 -2.524
F2 1.899 -1.200 1.885
S1 -1.312 0.667 -1.004
S2 0.314 -0.828 1.605
S3 0.699 -0.380 -0.708

Summary:
Gap between HOMO and LUMO (alpha / beta)   8.20 / 8.20 eV
LUMO energy (alpha / beta)   -1.6 / -1.6 eV
Charge   0
Energy relative to the best compared isomer or geometry (same formula, charge and spin)   10.5 kcal per mole
Calculated total energy   -1619.904990 a.u.
E_HOMO (alpha / beta)   -9.8 / -9.8 eV
Max |F|   5.0 eV Å⁻¹

=====

> Which of these has the lowest calculated total energy?

F2H8K2NO8S2

=====

> Which value of calculated total energy does entry 1 give?

-887.780199 a.u.

=====

> What is the max |F| in the second record?

12.4 eV Å⁻¹